Here is a cluster of 2 separate species, C3H8OS in total in a non-equilibrium geometry from the Open Molecules 2025 dataset. Energies are from ωB97M-V/def2-TZVPD.

XYZ file:
```
13
Properties=species:S:1:pos:R:3:mulliken_spin:R:1
C -0.59027 -1.76656 2.89249 -0.03
S 0.64291 -1.49509 1.65613 0.64
H -0.45761 -0.88490 3.57666 0.00
H -0.65673 -2.77326 3.33553 0.03
H -1.59765 -1.52457 2.56265 0.04
H 0.32921 -2.44653 0.76682 -0.01
O 2.07440 1.63634 -1.44550 0.22
C 0.90663 1.46788 -1.46480 0.02
C -0.10332 1.83200 -2.58628 0.08
H 0.41658 0.58666 -0.91006 0.01
H -1.04583 2.04483 -2.07209 -0.01
H 0.45959 2.45101 -3.29358 0.01
H -0.37790 0.87221 -3.01796 0.00
```

Results
Charge: +1
DFT total energy: -592.1326 Ha
Relative energy (zero: lowest compared OMol25 entry of this formula, charge and spin): 31.20 kcal/mol
⟨S²⟩: 0.7576
Multiplicity: 2